[1]
The following is a quantum chemistry calculation of an isolated molecule of C7H4O, from the Open Molecules 2025 dataset.

* 2S+1: 1
* LUMO: -0.024 Ha
* ΔE to the lowest compared entry with this formula, charge and spin: 53.5 kcal per mole
* SMILES: C#CC1=CC=CC1=O

Each line ends with the Mulliken charge.
CARTESIAN COORDINATES (ANGSTROEM)
C1 -0.29136 1.40187 -1.41595  -0.35
C2 -0.49361 -1.22119 1.33859  -0.40
H1 -0.65978 -3.32392 2.61361  0.29
C3 1.01045 1.21443 -1.22937  -0.67
H2 -2.15781 0.81453 0.16899  0.24
H3 1.99394 1.33816 -1.69920  0.39
C4 -1.07634 0.54403 -0.28206  -0.08
C5 -0.21647 -2.40713 1.92130  -0.46
H4 -0.80794 2.12334 -1.99427  0.42
O1 2.09039 -0.36520 0.32264  -0.55
C6 1.02317 0.16120 -0.06227  0.74
C7 -0.41465 -0.28013 0.31799  0.43

Force components x, y, z for each atom (eV/Å):
-0.441 -0.597 2.562
1.316 -8.973 4.261
1.717 2.935 -2.132
-0.527 -2.297 1.789
2.148 -0.571 -2.028
-0.870 0.640 0.005
-8.353 7.959 -3.860
-3.833 5.295 -1.618
-0.410 0.193 -0.799
-3.493 1.856 -0.653
5.052 -2.628 -0.926
7.693 -3.812 3.399



[2]
The following is a quantum chemistry calculation of a structure of composition C61H90F18N12O14S6, from the Open Molecules 2025 dataset.

* total charge: +6
* 2S+1: 1
* LUMO: -0.460 Ha
* ΔE to the lowest compared entry with this formula, charge and spin: 0.0 kcal per mole

Each line ends with the Mulliken charge.
CARTESIAN COORDINATES (ANGSTROEM)
H1 0.22633 2.31609 1.08754  0.07
C1 -2.88143 -3.36082 -5.41682  -0.44
C2 8.99344 1.38721 -1.30755  -0.91
H2 7.17644 7.70632 2.82103  0.37
H3 -8.26280 0.54668 -0.63266  0.38
H4 5.36608 -1.54955 1.67904  0.10
C3 -1.03313 -2.89579 0.30033  0.22
C4 4.77488 -3.26156 2.96849  -0.97
H5 -8.84624 0.70237 6.78950  0.38
C5 5.04605 7.13070 -0.64428  -0.53
H6 -3.69303 -3.70080 -4.79463  0.20
H7 0.63206 3.52316 -5.02628  0.33
C6 6.62433 1.60083 -1.58110  -1.42
F1 -3.74303 5.57311 -0.25753  -0.22
C7 -7.28026 0.50154 -1.08790  -0.88
H8 -7.29581 0.36039 -2.16724  0.45
H9 8.18576 0.84525 -3.59751  0.38
C8 -1.84872 3.27018 3.31819  -0.78
C9 6.94322 -2.29645 4.92410  -0.54
C10 -6.53189 7.20448 4.32269  0.60
H10 7.36735 6.03022 3.05074  0.33
F2 3.23745 -0.00968 -1.30979  -0.19
H11 -7.54032 -0.52377 1.35648  0.61
H12 6.33319 4.45048 1.78628  0.45
C11 5.89400 5.19614 1.14578  -0.28
C12 -7.56667 -1.94606 -0.98468  -0.62
H13 0.13759 4.38280 -1.67464  0.61
H14 -7.22599 -0.74038 5.39462  0.53
F3 -2.77213 3.04404 -0.45806  -0.07
C13 -5.10637 1.61194 4.12900  0.70
H15 6.77486 2.20193 -2.47833  0.47
H16 0.58289 -7.44594 -3.21488  0.38
C14 -3.12914 3.06575 3.72573  -0.53
H17 5.93895 -5.64218 1.80813  0.39
H18 -0.56796 3.81543 -3.75454  0.08
H19 6.57150 -0.83740 -0.73313  0.52
O1 -5.97987 -4.27259 -0.75522  -0.90
C15 -2.77733 -6.07291 -4.29793  -0.46
C16 3.19931 -2.11582 1.52285  -1.21
O2 -2.01991 0.21316 -1.25846  0.30
S1 -7.08012 6.54805 2.59036  1.00
H20 6.94714 -5.38438 4.54287  0.42
H21 -1.18647 4.07554 3.59488  0.48
C17 3.52476 5.56360 -3.00302  -0.63
S2 -2.24386 -3.74338 -0.89465  0.88
H22 -1.37448 -9.73988 -3.10234  0.42
S3 -1.55262 1.31566 -2.06525  0.50
N1 -6.66571 -0.81600 -0.63311  0.51
H23 -3.55651 3.73595 4.46270  0.74
C18 -6.59153 -0.72994 0.87550  -0.28
C19 5.89216 7.44070 0.39538  -0.43
N2 -1.77801 -1.66511 -6.65122  0.15
C20 -1.42760 -8.94054 -2.36254  -0.91
H24 7.36174 -2.24957 2.77056  0.20
H25 2.03334 4.90155 -0.05077  0.66
C21 2.29222 0.87553 -1.07077  0.17
C22 7.80671 -0.00603 -3.02904  -0.27
C23 4.41409 5.88114 -0.64736  0.21
H26 6.66375 2.21517 -0.68822  0.42
H27 0.49927 3.53326 2.49562  0.38
O3 0.50269 -0.61849 -2.41044  -0.35
H28 4.77564 7.82941 -1.42486  0.55
H29 -7.18796 -2.92701 -0.70859  0.32
H30 -6.07049 -2.88717 0.97082  0.33
C24 5.57378 -4.29107 5.64423  -0.69
F4 -5.50919 -5.76340 1.83425  -0.20
H31 5.98011 -2.62641 6.82312  0.30
C25 -1.80198 -0.33738 -7.25354  -0.94
H32 -9.54461 1.93871 5.71167  0.34
C26 2.15647 4.99568 -1.12149  -0.73
C27 -7.29650 2.45530 4.69074  -0.44
N3 -5.68546 5.94624 2.14807  -0.37
C28 -1.70663 -4.10896 -5.48138  0.86
F5 -3.96721 2.23722 -2.02450  -0.11
O4 -8.08080 5.52539 2.83855  -0.61
H33 4.57446 -2.81462 3.92849  0.39
S4 -5.97238 4.79020 0.96704  1.05
C29 -1.94660 1.26758 2.10589  -1.25
H34 -3.75491 -5.70607 -4.57484  0.46
H35 -5.75276 3.61993 3.75781  -0.01
H36 -6.64407 1.34025 -0.82536  0.28
H37 5.62892 1.16544 -1.66017  0.47
N4 -1.48545 -7.69422 -3.18405  0.08
H38 6.38870 8.40329 0.39749  0.48
H39 5.26161 -5.75488 4.11346  0.47
H40 7.45092 -0.01563 0.42798  0.42
C30 -1.65735 -5.34158 -4.65351  0.98
F6 -5.62940 6.35526 4.86730  -0.21
F7 -7.59986 7.23375 5.10651  -0.22
H41 -7.64223 -1.98822 -2.07168  0.43
H42 6.14988 -1.54383 4.87591  0.26
H43 7.83853 -1.70813 5.13081  0.44
H44 -4.02974 -2.59178 1.22751  0.27
F8 -2.49874 3.75387 -2.47020  -0.24
C31 4.89755 4.91839 0.22507  -0.69
N5 -3.53502 -3.86526 0.02359  -0.47
F9 -3.57664 -6.40442 1.27521  -0.21
C32 7.19868 -2.96770 3.57124  -0.43
F10 -1.59616 -1.76700 0.79902  -0.18
H45 -3.54073 -7.81187 -3.30732  0.60
C33 -6.75770 0.19684 5.13010  -0.50
H46 2.57387 -2.99516 1.62518  0.49
C34 -0.43557 -5.86963 -4.24341  -0.72
C35 0.17115 2.56322 2.14145  -0.82
O5 9.93185 -0.99360 -2.66714  -0.47
F11 -5.98566 8.39309 4.21337  -0.20
H47 7.54366 -5.34130 2.35415  0.48
H48 2.98925 -1.32226 2.24495  0.42
C36 -4.79557 -6.20864 0.84770  0.61
O6 -7.46736 7.74886 1.89807  -0.61
C37 0.31203 4.20791 -4.25297  -0.83
H49 4.46279 3.92551 0.19316  0.60
H50 5.10665 -3.01377 0.85859  0.36
C38 -5.50613 0.35533 4.59069  -0.50
C39 1.12964 4.68374 -1.97399  -0.65
C40 -0.36726 -7.06112 -3.55052  -0.49
F12 -0.80893 -3.69688 1.33765  -0.22
O7 -7.30097 4.58490 0.45850  -0.66
H51 -8.08608 3.19467 4.70851  0.52
C41 6.55145 -3.20963 6.09986  -0.72
O8 -1.51878 -4.95650 -1.21210  -0.55
H52 -4.67164 -0.18098 -0.75045  0.08
H53 0.51325 -5.38986 -4.43741  0.43
H54 4.51350 5.79172 -3.37576  0.60
H55 6.79925 -4.21770 1.19750  0.32
C42 -0.60937 -3.70252 -6.24822  -0.79
H56 -4.89134 -0.53054 4.70305  0.59
C43 -2.87987 -2.14654 -6.07081  -0.62
H57 0.22588 -4.34514 -6.47311  0.67
C44 -5.84453 -1.94403 1.46660  -0.72
F13 0.07677 -2.52388 -0.35120  -0.10
S5 0.83717 0.77670 -2.29436  0.61
F14 2.85782 2.11257 -1.11600  0.02
C45 6.62132 -4.83531 2.07483  -0.91
C46 -5.07884 5.57942 -0.48149  0.43
N6 -0.21243 1.88661 -1.50824  -0.12
H58 -1.37749 0.61481 1.45663  0.78
C47 -6.02391 2.65522 4.17117  -0.45
N7 6.13347 -3.99758 3.18717  -0.14
H59 -2.29959 -8.95921 -1.72374  0.34
H60 -0.01408 5.16051 -4.68321  0.52
C48 -2.67480 -7.21447 -3.55228  -0.40
H61 8.19248 -2.13174 -2.82602  0.28
O9 1.33048 1.35938 -3.51538  -0.65
H62 -6.11732 -1.97336 2.52778  0.33
H63 4.21129 -4.17789 2.78386  0.32
H64 -1.99479 -0.42392 -8.32593  0.39
F15 1.85813 0.78624 0.19503  -0.05
O10 -4.43087 -1.74448 1.52085  -0.23
H65 10.61293 -1.11808 -3.33943  0.33
H66 4.56438 -3.87302 5.66527  0.27
H67 -5.23054 -0.72816 -2.25604  0.53
H68 7.42778 -3.53977 6.65649  0.38
H69 9.13239 1.96390 -2.21978  0.42
C49 7.58046 -0.44771 -0.56366  -1.42
H70 -0.87426 0.21781 -7.16326  0.36
H71 -3.76046 -1.52370 -6.14610  0.53
O11 -4.36384 -5.69231 -1.71401  -0.30
H72 0.11587 -1.97382 -7.32133  0.52
H73 8.91881 1.93807 -0.37817  0.35
H74 -0.48128 -9.00229 -1.83511  0.32
C50 8.65359 -1.23847 -3.24791  -0.81
H75 -2.63239 0.23168 -6.84631  0.29
C51 3.35629 5.46819 -1.61941  1.11
C52 -5.31113 -0.94736 -1.18988  -0.25
C53 4.70802 -2.42161 1.68718  -0.01
F16 -5.33377 4.84700 -1.57389  -0.20
N8 7.72828 0.60195 -1.64569  0.35
H76 8.24478 6.76751 1.68829  0.41
C54 -3.18912 0.97151 2.61841  0.17
S6 -4.70528 -4.92365 -0.55344  0.52
C55 -2.79230 2.70780 -1.72595  0.19
C56 5.96243 -4.95575 4.34596  -0.48
C57 -8.94371 1.03126 5.76013  -0.98
O12 -2.43849 -2.87112 -2.04326  -0.30
C58 7.31909 6.78122 2.26693  -0.94
H77 8.07753 -3.61559 3.56757  0.53
H78 8.85414 -1.41751 -4.30239  0.50
N9 6.27989 6.48169 1.25195  0.02
H79 -5.86943 0.04338 1.14649  -0.13
H80 -8.54706 -1.77697 -0.54831  0.33
H81 2.98009 -1.62591 0.57498  0.10
F17 -5.48851 6.81347 -0.66024  -0.21
H82 -4.78316 -1.88884 -1.05065  -0.37
H83 0.70487 1.83513 2.75537  0.40
H84 8.38932 -1.16292 -0.64535  0.54
N10 1.33909 4.67747 -3.29775  0.21
O13 -1.55517 1.19746 -3.51073  -0.68
N11 -7.61568 1.24578 5.15760  0.07
H85 -3.63500 0.03939 2.28712  0.72
H86 5.52124 -5.04053 6.43753  0.45
F18 -5.28733 -7.27932 0.33033  -0.19
C59 2.48645 5.17004 -3.81408  -0.47
C60 -0.68711 -2.44830 -6.77132  -0.37
H87 -9.57256 0.37225 5.15772  0.39
C61 -3.81349 1.89085 3.45587  0.66
H88 6.76586 -0.13001 -3.33267  0.40
H89 2.50941 5.24237 -4.89316  0.53
H90 9.82869 0.69405 -1.23980  0.39
O14 -5.24939 3.55054 1.21475  -0.42
N12 -1.24048 2.33069 2.55368  0.30

Force components x, y, z for each atom (eV/Å):
0.366 0.416 -0.137
1.163 0.391 -0.353
0.373 -0.771 -1.298
-0.233 0.304 -0.610
-0.104 0.284 -0.204
-0.386 0.308 0.446
-1.611 0.808 -0.212
1.868 -2.189 -1.339
0.021 -0.101 -0.044
-1.233 -0.506 -0.177
-0.241 0.269 -0.186
0.633 -0.085 0.282
-0.287 -0.043 -1.087
-0.232 0.105 -0.246
0.426 -1.270 -0.665
-0.510 0.566 -0.041
0.105 -0.275 -0.355
0.819 -0.809 -0.519
-0.232 0.410 0.079
-0.456 -0.906 -1.197
-0.228 -0.369 -0.322
0.034 -0.291 -0.065
-0.324 -0.213 -0.444
0.052 0.166 0.248
-1.303 0.891 -0.900
-0.449 -0.241 -0.922
0.098 -0.174 0.226
0.442 -0.117 0.400
0.248 0.236 0.883
-0.492 0.295 -0.592
-0.153 0.369 0.217
-0.077 -0.243 0.032
-0.578 0.535 1.420
-0.391 0.279 0.192
0.329 -0.262 0.326
0.350 -0.783 -0.217
0.782 -0.157 1.302
-0.477 0.872 -0.263
1.031 1.403 -0.382
-0.308 0.367 -0.347
-1.663 1.957 1.713
0.010 -0.195 -0.408
-0.470 0.311 0.233
0.206 -0.337 0.613
1.222 0.231 -1.473
-0.515 -0.299 0.287
-3.798 -0.249 -0.023
-0.567 0.699 1.450
0.027 0.343 -0.320
2.414 -0.977 0.261
0.402 -0.231 -0.978
0.194 -0.755 0.125
0.505 0.035 -1.199
-0.418 -0.026 -0.152
-0.289 0.123 -0.048
-1.135 1.365 0.379
-0.683 1.127 -0.616
0.747 -0.172 -0.416
0.352 -0.119 0.089
-0.161 0.254 -0.540
0.063 0.819 1.072
0.185 0.383 0.269
0.054 0.679 0.321
-0.191 0.128 0.214
-0.073 0.154 0.879
-1.059 0.464 0.901
0.300 0.255 0.022
-0.542 0.648 -1.099
0.493 0.317 0.304
0.044 0.443 0.548
0.485 -0.193 -0.153
0.000 -2.978 -2.442
-0.440 -0.723 0.846
-1.008 -0.272 -0.449
0.616 0.337 0.414
-0.414 0.367 -0.184
0.457 0.935 0.082
1.155 -0.032 0.600
-0.121 -0.369 0.029
-0.242 0.083 0.004
0.056 -0.014 0.236
0.166 -0.436 0.028
0.185 -0.145 0.464
-0.043 0.004 0.608
0.018 0.115 -0.515
0.780 0.437 -0.093
0.778 -0.715 -0.183
-0.019 0.016 0.167
0.185 0.171 0.024
-0.180 0.245 -0.010
0.000 0.008 -0.559
0.081 -0.147 0.161
0.073 0.560 -0.093
0.084 0.720 -0.421
-0.045 -0.737 0.582
-1.056 -1.537 -0.869
1.111 -0.431 0.167
0.218 -1.267 0.470
0.270 -0.331 -0.144
-0.019 0.118 0.225
-0.744 0.832 -0.749
-0.054 0.020 0.187
0.470 -0.335 -0.019
-0.848 -1.440 1.056
-0.107 -0.181 0.176
0.036 0.111 0.163
0.087 0.290 0.195
-0.516 -0.438 0.307
0.565 1.691 -0.899
0.268 -0.881 0.180
-1.245 1.655 -0.053
0.174 -0.044 0.009
-0.382 -0.218 0.016
0.072 -0.608 0.802
-0.324 -0.690 -0.589
-0.009 0.867 0.208
0.657 0.094 -0.459
0.379 0.407 0.224
0.221 0.273 -0.022
-0.059 0.440 -0.158
-0.351 -0.031 0.461
-0.131 -0.034 0.255
-0.094 0.137 -0.113
-0.254 0.437 -0.447
0.097 -0.033 0.014
-0.938 0.071 0.195
0.397 0.236 -0.574
-0.815 0.073 0.371
0.168 0.072 0.201
-0.199 0.194 1.172
-0.375 -0.764 0.630
0.876 0.757 -0.566
0.190 -0.163 -0.505
0.042 0.019 -0.933
-0.235 -0.242 0.821
3.064 -1.666 -0.698
-0.342 -0.156 -0.182
-0.140 0.264 0.007
-0.283 1.031 0.874
0.040 -0.236 0.103
-0.185 -0.328 -0.505
-0.275 -0.427 -0.145
0.031 -0.063 0.081
0.576 0.482 0.506
-0.643 -0.373 -0.182
-0.980 0.520 0.290
0.006 -0.206 0.047
0.130 -0.782 -0.125
-0.190 -0.045 -0.370
0.069 -0.083 0.218
-0.029 -0.058 -0.394
-0.840 -0.100 -0.086
0.004 -0.529 -0.299
0.395 0.656 0.497
-1.707 0.330 -0.674
0.136 -0.279 0.488
0.039 0.077 0.220
1.259 -0.285 -0.095
0.081 -0.228 -0.007
-0.444 0.185 -0.103
-0.143 0.386 0.328
1.064 0.170 0.381
0.164 0.016 0.245
0.069 0.308 -0.059
1.706 0.577 -0.610
-0.319 -0.736 0.281
0.291 0.124 0.036
0.967 -0.268 2.735
0.181 0.312 0.487
-0.089 -0.013 -0.604
0.010 0.402 -0.346
1.394 -1.176 0.031
0.326 0.097 1.206
-1.137 0.337 -0.322
-0.055 -0.203 0.946
0.807 0.027 0.025
0.351 0.420 0.442
-0.885 0.131 -0.233
0.571 -0.196 1.013
-0.451 0.664 -0.399
-0.024 0.149 -0.031
0.077 -0.357 -0.195
0.130 -0.100 -0.150
-0.675 -0.164 0.380
0.453 -0.057 -0.415
-0.037 -0.075 0.119
0.637 0.007 -0.108
-0.160 -0.078 0.420
-0.379 -0.286 0.219
-0.137 -0.018 0.115
0.112 -0.269 -0.273
-0.651 -1.244 -0.376
-0.036 -0.267 -0.126
0.581 0.957 -0.634
0.562 -0.537 0.090
0.547 -0.696 0.121
0.042 -0.363 -0.055
0.197 -0.176 -0.003
-0.145 -0.033 -0.034
0.593 0.187 0.474
-0.918 1.143 -0.485



The max |F| results, record by record, are as follows: 12.17; 3.85 eV Å⁻¹.
The calculated total energy results, record by record, are as follows: -344.1423; -8273.1650 Eh.
The Kohn-Sham gap results, record by record, are as follows: 8.49; 4.40 eV.